This record from OMol25 describes a cluster of 2 separate species, C5H11IN2 in total at a distorted geometry. The level of theory is ωB97M-V/def2-TZVPD.

XYZ file:
```
19
Properties=species:S:1:pos:R:3:lowdin_charge:R:1
C 2.46642 -0.18809 -0.39562 -0.156
C 1.13499 0.73295 -0.50532 -0.124
C 1.57367 -1.31600 0.10687 -0.186
C 0.34030 -0.38523 0.25888 -0.412
C -0.85708 -1.02645 -0.36116 0.009
N -2.11492 1.60289 0.98724 -0.114
N -2.54599 0.87497 -0.10028 -0.599
I -4.42066 0.06003 -0.01571 0.636
H 2.81245 -0.30604 -1.35323 0.050
H 3.26557 0.24750 0.34632 0.137
H 1.08181 1.65879 0.07861 0.090
H 0.66252 0.79155 -1.51140 0.107
H 1.29906 -2.06009 -0.72898 0.118
H 1.95256 -2.02426 0.98850 0.136
H 0.05372 0.06450 1.14853 0.082
H -0.80521 -1.17647 -1.45606 0.077
H -1.44805 -1.68439 0.17740 0.018
H -1.67309 2.33760 0.54591 0.041
H -2.77809 1.79625 1.78952 0.090
```

Kohn-Sham gap (alpha / beta)   7.426 / 8.058 eV
Lowest unoccupied orbital energy (alpha / beta)   0.04 / -0.03 eV

=====

This record from OMol25 describes a structure of composition C28H36CsF6N2O4P2SSb at a distorted geometry. The level of theory is ωB97M-V/def2-TZVPD.

XYZ file:
```
81
Properties=species:S:1:pos:R:3:lowdin_charge:R:1
Cs -0.57577 0.06373 -0.35652 1.561
C -2.98370 4.33956 -1.14310 -0.018
O -4.02255 4.05764 -0.17569 -0.037
C -4.43240 2.83545 0.13610 -0.181
C -5.64534 2.72929 0.82076 -0.016
C -6.13474 1.49287 1.17362 -0.052
C -5.45346 0.27990 0.85335 -0.027
C -4.27291 0.32562 0.19592 -0.113
C -3.49773 -0.92265 -0.12166 -0.186
N -2.75918 -1.55329 0.70460 -0.035
N -2.73817 -1.23643 2.06602 0.074
C -1.57891 -0.96534 2.61321 -0.539
O -0.43651 -0.80267 2.07179 -0.362
C -1.68513 -0.74292 4.11308 -0.136
C -0.49860 -0.59308 4.82109 -0.033
C -0.50653 -0.40186 6.19911 -0.097
C -1.71143 -0.35255 6.88489 -0.117
C -2.90379 -0.49594 6.18039 -0.101
C -2.89100 -0.68912 4.80559 -0.040
C -3.65794 1.61296 -0.14577 -0.283
O -2.49454 1.65816 -0.57396 -0.230
H -3.09136 5.40158 -1.34752 0.094
H -3.13705 3.75898 -2.04875 0.105
H -2.01038 4.11781 -0.72667 0.061
H -6.17919 3.64127 1.05364 0.116
H -7.07617 1.44594 1.70809 0.102
H -5.86569 -0.67564 1.14635 0.118
H -3.49428 -1.31994 -1.14087 0.118
H 0.42758 -0.62340 4.26018 0.104
H 0.43119 -0.28822 6.73099 0.093
H -1.72449 -0.19922 7.95767 0.089
H -3.85114 -0.45367 6.70604 0.091
H -3.80945 -0.80063 4.24345 0.099
C 3.49084 -0.72852 1.46880 -0.293
P 2.67502 0.45132 0.31197 0.798
C 3.78810 0.18931 -1.13115 -0.278
C 3.39930 1.99660 1.03022 -0.447
C 2.92036 3.26086 0.29586 -0.443
P 1.10636 3.20591 -0.10158 0.810
C 1.17155 2.84113 -1.91266 -0.313
C 0.81189 5.02927 -0.19100 -0.317
H 4.52083 -0.41088 1.65879 0.036
H 3.52620 -1.72807 1.03250 0.011
H 2.94563 -0.79014 2.41169 0.034
H 4.83817 0.12704 -0.82879 0.037
H 3.68123 0.99559 -1.85967 0.029
H 3.49408 -0.72858 -1.64282 0.035
H 4.49216 1.93843 1.06252 0.071
H 3.04180 2.02907 2.06428 0.075
H 3.47812 3.39907 -0.63554 0.071
H 3.09278 4.15427 0.90099 0.066
H 1.85137 3.52751 -2.42503 0.043
H 0.17078 2.94476 -2.33773 0.026
H 1.49721 1.81590 -2.12207 -0.005
H 1.58204 5.54578 -0.77310 0.037
H 0.79363 5.44532 0.81827 0.030
H -0.15350 5.23910 -0.65169 0.007
F -1.16083 -1.18132 -2.41085 -0.586
Sb -0.37751 -0.77081 -4.10198 1.327
F 1.28379 -0.35722 -3.29223 -0.365
F -0.83437 1.03802 -3.81610 -0.368
F 0.28386 -0.37658 -5.81160 -0.363
F -2.07157 -1.11919 -4.84010 -0.367
F 0.12891 -2.56967 -4.24605 -0.358
C 1.84949 -4.23695 0.41791 -0.228
S 0.91966 -2.77987 0.90819 0.890
O 0.86500 -1.96772 -0.36962 -0.803
C -0.56752 -3.74477 1.08736 -0.411
C -0.88935 -4.19625 2.35627 -0.086
C -2.00168 -5.01496 2.51288 -0.079
C -2.76726 -5.36590 1.40753 -0.088
C -2.43016 -4.89438 0.14377 -0.076
C -1.33335 -4.06786 -0.01906 -0.079
H 1.44552 -4.58135 -0.53616 0.065
H 1.75239 -5.00940 1.18207 0.058
H 2.89733 -3.95228 0.29908 0.042
H -0.30328 -3.88797 3.21591 0.116
H -2.28204 -5.35805 3.50102 0.100
H -3.63978 -5.99586 1.53279 0.096
H -3.03985 -5.14570 -0.71582 0.105
H -1.07374 -3.65183 -0.98834 0.117
```

⟨S²⟩   0.78
Kohn-Sham gap (alpha / beta)   7.060 / 5.529 eV
Charge   -1
Lowest unoccupied orbital energy (alpha / beta)   2.05 / 0.52 eV
2S+1   2

=====

This record from OMol25 describes a structure of composition C4H8F3MnO5S at a distorted geometry. The level of theory is ωB97M-V/def2-TZVPD.

XYZ file:
```
22
Properties=species:S:1:pos:R:3:lowdin_charge:R:1
O -1.12619 0.21952 -0.98301 -0.414
O -1.98606 -2.21573 -0.33025 -0.253
C -1.08427 -2.87371 0.44300 -0.360
O 0.21270 -2.56074 -0.14890 -0.330
C 1.38370 -3.03925 0.47792 -0.053
Mn -0.60709 -1.49906 -1.55578 1.122
H -1.18691 -3.97477 0.42728 0.139
H -1.06417 -2.48918 1.48044 0.141
H 2.23888 -2.59674 -0.04215 0.098
H 1.40821 -2.70983 1.52629 0.108
H 1.40382 -4.13603 0.40482 0.110
S -0.39397 1.49737 -0.17672 0.943
O -0.63976 1.38083 1.24466 -0.197
O -0.74697 2.85565 -0.88038 -0.256
C 1.45389 1.37330 -0.46168 -0.685
F 1.98313 0.60335 0.45808 0.197
F 1.66407 0.81010 -1.64423 0.156
F 2.01539 2.55712 -0.43156 0.208
C -1.15973 3.99598 -0.07685 -0.008
H -1.50852 4.73146 -0.80404 0.116
H -0.29973 4.39073 0.47347 0.110
H -1.96043 3.67963 0.59959 0.108
```

⟨S²⟩   8.76
Kohn-Sham gap (alpha / beta)   8.278 / 8.173 eV
Charge   +1
Lowest unoccupied orbital energy (alpha / beta)   -4.31 / -4.49 eV
2S+1   6

=====

This record from OMol25 describes a structure of composition C21H16F3IN3Rh at a distorted geometry. The level of theory is ωB97M-V/def2-TZVPD.

XYZ file:
```
45
Properties=species:S:1:pos:R:3:lowdin_charge:R:1
Rh 0.47994 0.19233 0.85235 0.799
I 0.56841 -0.60590 3.38346 1.256
C -0.61464 -2.25688 2.91340 -0.602
C -1.00575 -3.17940 3.84646 -0.086
C -1.83600 -4.24102 3.44986 -0.026
C -2.24499 -4.35206 2.14844 0.021
C -1.83928 -3.40664 1.17535 -0.146
C -2.24501 -3.51082 -0.16709 0.034
C -1.85003 -2.59076 -1.11553 -0.032
C -1.03068 -1.52873 -0.74492 -0.073
C -0.59240 -1.38331 0.57395 -0.287
C -1.00085 -2.32680 1.56739 -0.255
H -0.69204 -3.10262 4.87909 0.120
H -2.14678 -4.96715 4.18760 0.128
H -2.88458 -5.17081 1.84589 0.134
H -2.88531 -4.33700 -0.45086 0.137
H -2.17802 -2.68425 -2.14123 0.126
H -0.72970 -0.80583 -1.49479 0.106
F -3.68326 4.88396 -2.02186 0.183
C -2.37487 5.14143 -1.99846 -0.604
F -2.17672 6.24101 -1.27173 0.184
F -1.96332 5.37128 -3.24140 0.177
C -1.63318 3.97172 -1.37715 -0.051
C -0.66057 3.27809 -2.07977 0.059
C -0.02783 2.22291 -1.45290 -0.092
N -0.32552 1.85559 -0.19812 -0.072
C -1.26699 2.52899 0.47695 -0.078
C -1.94270 3.59482 -0.07786 0.054
H -0.39972 3.54904 -3.09254 0.141
H 0.74153 1.65366 -1.95676 0.121
H -1.47462 2.19545 1.48752 0.119
H -2.69373 4.11896 0.49672 0.148
N 2.37406 -2.06120 -0.43285 0.190
C 2.91134 -0.83475 -0.52403 -0.333
C 4.18890 -0.64361 -1.09600 0.022
C 4.72613 0.60885 -1.17369 -0.009
C 4.00781 1.71202 -0.68003 -0.029
C 2.77793 1.48000 -0.14636 -0.134
N 2.23007 0.23245 -0.06950 -0.057
H 2.90376 -2.85964 -0.73797 0.131
H 1.47572 -2.22268 -0.00919 0.071
H 4.72381 -1.50806 -1.46338 0.132
H 5.70486 0.74831 -1.61226 0.133
H 4.40633 2.71424 -0.71529 0.126
H 2.17852 2.28483 0.25904 0.112
```

Kohn-Sham gap (alpha / beta)   6.388 / 6.383 eV
Charge   +2
Lowest unoccupied orbital energy (alpha / beta)   -8.28 / -8.28 eV

=====

This record from OMol25 describes a structure of composition C49H39GeNP2S6SbTc at a distorted geometry. The level of theory is ωB97M-V/def2-TZVPD.

XYZ file:
```
100
Properties=species:S:1:pos:R:3:lowdin_charge:R:1
Tc -0.32522 -0.31174 -0.65521 0.589
S -0.76223 -0.10995 2.14564 0.294
P -2.52944 0.15696 1.27137 0.433
C -2.05179 0.66418 -0.34105 -0.629
P -1.61573 2.30606 -0.80821 0.543
S 0.38174 2.07556 -0.62413 0.451
C -2.13669 2.50681 -2.51666 -0.366
C -3.37218 1.99910 -2.91261 -0.100
C -3.77132 2.09490 -4.23683 -0.067
C -2.92637 2.68201 -5.16912 -0.062
C -1.69127 3.18322 -4.77699 -0.058
C -1.29242 3.09947 -3.45024 -0.076
C -2.27433 3.67723 0.12312 -0.343
C -3.27978 4.48258 -0.41079 -0.068
C -3.81954 5.50497 0.35464 -0.064
C -3.35981 5.71565 1.64717 -0.062
C -2.35402 4.91638 2.17830 -0.061
C -1.80206 3.89872 1.41713 -0.091
C -3.46934 -1.37144 1.08080 -0.385
C -3.54234 -2.26447 2.15038 -0.108
C -4.29665 -3.42110 2.03367 -0.065
C -4.98002 -3.68949 0.85232 -0.061
C -4.91319 -2.80100 -0.21151 -0.066
C -4.15702 -1.64175 -0.09834 -0.117
C -3.64286 1.25435 2.16160 -0.350
C -4.73814 1.81089 1.50542 -0.083
C -5.61353 2.63277 2.19543 -0.065
C -5.40448 2.88606 3.54599 -0.066
C -4.31930 2.32501 4.20411 -0.066
C -3.43030 1.51355 3.51124 -0.094
H -4.01989 1.51676 -2.18670 0.100
H -4.73158 1.70066 -4.54371 0.111
H -3.22570 2.73902 -6.20786 0.113
H -1.03235 3.63104 -5.50932 0.114
H -0.31796 3.46547 -3.14894 0.097
H -3.63360 4.31619 -1.42020 0.104
H -4.59465 6.13780 -0.05740 0.111
H -3.78348 6.51361 2.24410 0.112
H -1.99894 5.08928 3.18597 0.113
H -1.01656 3.26900 1.82072 0.095
H -2.99677 -2.05878 3.06427 0.103
H -4.35050 -4.11632 2.86148 0.112
H -5.56583 -4.59555 0.76218 0.112
H -5.44306 -3.01340 -1.13088 0.111
H -4.08841 -0.94916 -0.93128 0.092
H -4.90615 1.60732 0.45215 0.108
H -6.45840 3.07514 1.68366 0.112
H -6.09120 3.52628 4.08487 0.111
H -4.16002 2.52534 5.25570 0.110
H -2.56444 1.09481 4.01076 0.083
S 0.50866 -3.61016 -1.87848 0.058
Sb 1.87453 -3.46639 0.12474 0.671
S -0.97551 -2.62165 -0.74228 -0.026
S 1.90163 -1.04959 -0.07198 0.059
S -0.37137 -3.47925 1.07781 0.023
N -0.05667 0.08513 -8.07548 0.161
C -0.08525 -0.03988 -6.93325 -0.179
C -0.11394 -0.19043 -5.49484 -0.232
C -1.25654 -0.68074 -4.87299 -0.029
C -1.29661 -0.77245 -3.49012 -0.136
C -0.20871 -0.37571 -2.70682 -0.381
C 0.94482 0.08680 -3.35420 -0.125
C 0.99214 0.18488 -4.73406 -0.022
H -2.11177 -0.96851 -5.47150 0.125
H -2.21037 -1.12449 -3.02071 0.087
H 1.80362 0.40661 -2.77840 0.052
H 1.87679 0.56626 -5.22868 0.119
C 5.16759 -1.45709 -0.67857 -0.229
Ge 4.01288 -0.15593 0.17077 0.724
C 4.29246 -0.13757 2.07043 -0.340
C 5.60482 -0.14203 2.54603 -0.098
C 5.85409 -0.10985 3.91315 -0.071
C 4.79513 -0.07757 4.80913 -0.071
C 3.48601 -0.07997 4.34344 -0.069
C 3.23469 -0.10927 2.97890 -0.138
C 3.94034 1.47376 -0.84585 -0.269
C 4.24072 1.33202 -2.17913 -0.122
C 4.20990 2.43318 -3.06438 -0.064
C 3.87578 3.66534 -2.59111 -0.016
C 3.55802 3.86245 -1.22381 -0.176
C 3.18865 5.14556 -0.74529 -0.029
C 2.86415 5.33526 0.56459 -0.067
C 2.89515 4.24286 1.46111 -0.067
C 3.24656 2.99835 1.02684 -0.064
C 3.59260 2.76425 -0.32992 -0.221
H 6.16739 -1.03863 -0.80877 0.041
H 4.78078 -1.73680 -1.65781 0.025
H 5.24878 -2.34459 -0.04994 0.025
H 6.44308 -0.17110 1.85817 0.104
H 6.87338 -0.11253 4.27684 0.109
H 4.98982 -0.05294 5.87368 0.109
H 2.66011 -0.06013 5.04342 0.108
H 2.20969 -0.11347 2.62318 0.045
H 4.50024 0.35941 -2.58045 0.094
H 4.45212 2.29150 -4.10980 0.110
H 3.84931 4.51944 -3.25809 0.119
H 3.16895 5.97439 -1.44341 0.116
H 2.58547 6.31865 0.92065 0.107
H 2.63581 4.39545 2.50134 0.109
H 3.25293 2.17667 1.72991 0.085
```

⟨S²⟩   1.20
Kohn-Sham gap (alpha / beta)   6.639 / 6.499 eV
Charge   +1
Lowest unoccupied orbital energy (alpha / beta)   -3.85 / -3.83 eV
2S+1   2

=====

This record from OMol25 describes a structure of composition C4H8N2S at a distorted geometry. The level of theory is ωB97M-V/def2-TZVPD.

XYZ file:
```
15
Properties=species:S:1:pos:R:3:lowdin_charge:R:1
C -1.10626 -0.15260 0.69127 -0.195
C -0.67586 0.98690 -0.34853 -0.143
C 0.53546 1.51873 -0.42814 -0.113
C 1.83787 1.10258 0.31903 -0.349
H -1.91475 -1.30221 -0.94044 0.075
H -1.57269 -2.14103 0.53108 0.128
H -2.25543 -0.08478 1.03336 0.132
H -0.41946 -0.44745 1.52271 0.104
H -1.28259 0.96137 -1.34226 0.125
H 0.78202 2.16007 -1.41564 0.145
H 2.60696 1.94407 0.62278 0.124
H 0.23233 -1.64202 -0.08647 -0.020
N -1.22307 -1.45007 -0.22658 -0.086
N 2.48046 0.05615 0.32454 -0.430
S 1.97502 -1.50970 -0.25672 0.504
```

Kohn-Sham gap   8.201 eV
Lowest unoccupied orbital energy   0.37 eV

=====

The records above yield E_tot values of -604.08577; -3439.63341; -2381.84730; -1681.39607; -7415.11083; -664.74319 a.u., respectively.
The records above yield ΔE to the lowest compared entry with this formula, charge and spin values of 4.5417; 2.4196; 0.0000; 0.1673; 0.0000; 5.1588 eV, respectively.